{"formula": "C4H10OS", "method": "ωB97M-V with the def2-TZVPD basis set", "e_above_lowest_kj_mol": 343.1, "smiles": "COCCSC", "gap_ev": 9.3, "charge": 0, "homo_ev": -8.37, "elements": ["C", "C", "C", "C", "H", "H", "H", "H", "H", "H", "H", "H", "H", "H", "O", "S"], "positions_angstrom": [[-2.679, -0.434, -0.039], [-0.221, 0.793, 0.193], [1.252, 0.976, -0.576], [1.986, -1.061, 0.206], [-2.421, -0.077, 1.152], [-3.410, 0.562, -0.418], [-3.207, -1.386, -0.179], [-0.844, 1.787, 0.345], [0.057, 0.158, 1.101], [1.056, 1.511, -1.534], [1.798, 1.385, 0.255], [2.432, -2.171, 0.138], [0.965, -1.068, 0.681], [2.653, -0.219, 0.653], [1.702, -0.387, -1.054], [-1.120, -0.370, -0.923]], "nbo_charge": [-0.782, -0.580, -0.097, -0.275, 0.223, 0.205, 0.234, 0.242, 0.211, 0.218, 0.186, 0.213, 0.173, 0.172, -0.547, 0.203]}